Here is a cluster of 4 separate species, C2H11O4 in total from the Open Molecules 2025 dataset. Energies are from ωB97M-V/def2-TZVPD.

As for the charge: -1. As for the energy above the lowest of the compared OMol25 structures with the same formula, charge and spin: 0.685 eV. As for the spin multiplicity: 1. The value obtained for the HOMO-LUMO gap is 8.57 eV.

Structure (XYZ):
```
17
Properties=species:S:1:pos:R:3:nbo_charge:R:1
C 1.0799 0.3566 0.4958 -0.02
O 0.2415 0.0078 -0.5041 -0.94
C 0.8208 -0.6501 1.7141 -0.67
H 0.9734 1.4488 0.7677 0.13
H 2.1432 0.2089 0.1786 0.11
H 1.7411 -0.9548 2.1806 0.18
H 0.4370 -1.6162 1.3417 0.23
H 0.0017 -0.4560 2.4459 0.19
H 0.1662 -2.5635 -1.5378 0.44
H -0.0897 -1.4716 -0.4111 0.51
O -0.2015 -2.4833 -0.7079 -1.04
H -0.3442 2.2556 -2.4521 0.45
H -0.2616 1.4620 -1.1430 0.51
O -0.4611 2.3418 -1.5063 -1.01
H -1.4176 0.2751 -0.1085 0.50
H -2.4696 1.2559 -0.7172 0.46
O -2.3594 0.5829 -0.0364 -1.01
```

Here is a structure of composition C14H9AlBrCl36O4S from the Open Molecules 2025 dataset. Energies are from ωB97M-V/def2-TZVPD.

As for the charge: -1. As for the spin multiplicity: 1. The value obtained for the HOMO-LUMO gap is 7.12 eV.

Structure (XYZ):
```
66
Properties=species:S:1:pos:R:3:nbo_charge:R:1
C -7.1174 -1.2104 3.6180 -0.47
C -6.3313 -0.9640 2.5496 -0.13
C -5.1419 -1.8327 2.2407 0.00
C -5.4345 -3.2934 1.9595 -0.09
O -4.1541 -3.9174 1.8986 -0.97
Al -3.3324 -2.7575 0.7959 1.80
Br -3.4491 -3.6785 -1.3799 -0.58
C -1.5253 -2.0646 1.3984 -1.27
S -1.0324 -0.7299 0.3966 2.03
O 0.2044 -1.0680 -0.2771 -0.99
O -2.0713 -0.3125 -0.5085 -0.95
O -4.4531 -1.3634 1.0790 -0.96
H -8.1957 -1.1472 3.5481 0.19
H -6.6426 -1.5171 4.5442 0.19
H -6.4638 -0.1115 1.8901 0.21
H -4.4129 -1.6881 3.0616 0.16
H -6.1573 -3.7756 2.6138 0.17
H -5.7727 -3.2717 0.9129 0.17
H -1.6633 -1.7273 2.4263 0.25
H -0.7313 -2.8055 1.3640 0.26
H -0.8137 0.3053 1.2371 -0.04
C 1.3429 1.8990 3.0040 -0.23
Cl 0.3517 3.2865 2.5443 0.05
Cl 0.2865 0.5855 3.5154 0.06
Cl 2.2577 1.3502 1.6019 0.07
Cl 2.4441 2.3518 4.3107 0.04
C 0.5071 3.8952 -1.5637 -0.23
Cl 1.3288 3.9193 -3.1294 0.04
Cl 1.6411 4.3948 -0.2975 0.04
Cl -0.8559 5.0178 -1.5885 0.05
Cl -0.0795 2.2661 -1.2352 0.09
C 4.3771 -0.1790 -1.5890 -0.23
Cl 5.1672 -0.0858 -3.1688 0.04
Cl 5.5419 0.2587 -0.3275 0.03
Cl 3.0255 0.9501 -1.5513 0.07
Cl 3.7873 -1.8127 -1.3072 0.08
C 7.5265 2.8122 -4.9788 -0.23
Cl 6.4427 3.2453 -3.6593 0.07
Cl 7.0352 1.2664 -5.6843 0.06
Cl 7.4638 4.0648 -6.2249 0.05
Cl 9.1786 2.6754 -4.3667 0.05
C -1.1729 -7.1856 -2.5970 -0.22
Cl -2.6129 -6.6241 -3.4412 0.08
Cl -0.4462 -5.8363 -1.7154 0.08
Cl -1.6147 -8.4599 -1.4538 0.05
Cl -0.0289 -7.8348 -3.7864 0.03
C 3.6109 -8.3628 -1.0092 -0.23
Cl 4.9700 -7.6447 -1.8855 0.04
Cl 3.2538 -9.9564 -1.6902 0.04
Cl 4.0452 -8.5406 0.6966 0.04
Cl 2.1949 -7.3304 -1.1612 0.08
C -0.2116 4.5549 -6.7810 -0.23
Cl -0.6332 4.5048 -8.4972 0.05
Cl -1.3974 3.6408 -5.8523 0.08
Cl 1.3895 3.8466 -6.5492 0.06
Cl -0.1940 6.2333 -6.2273 0.05
C 4.3499 2.8967 7.7878 -0.23
Cl 5.2008 2.9875 6.2429 0.06
Cl 5.4596 3.3203 9.0972 0.05
Cl 2.9930 4.0257 7.7764 0.06
Cl 3.7489 1.2561 8.0303 0.06
C -3.4630 7.3062 0.6842 -0.23
Cl -3.8322 7.2277 -1.0435 0.05
Cl -4.6822 6.4080 1.5873 0.07
Cl -1.8743 6.5991 0.9685 0.07
Cl -3.4646 8.9964 1.2074 0.04
```

Here is a structure of composition C24H24ClMnN4O7P from the Open Molecules 2025 dataset. Energies are from ωB97M-V/def2-TZVPD.

As for the energy above the lowest of the compared OMol25 structures with the same formula, charge and spin: 0.954 eV. The expectation value of S² is 1.15. As for the spin multiplicity: 2. The value obtained for the HOMO-LUMO gap (alpha / beta) is 8.45 / 8.20 eV.

Structure (XYZ):
```
62
Properties=species:S:1:pos:R:3:mulliken_spin:R:1
Mn -0.1502 -0.3173 -0.1556 0.98
N -1.4029 1.2313 -0.9939 0.01
C -2.4378 0.6231 -1.8434 0.00
C -2.6606 -0.7729 -1.2893 -0.01
O -3.7880 -1.1601 -0.9873 0.00
O -1.5636 -1.3997 -1.0904 0.02
H -1.8234 1.6666 -0.1776 0.00
H -0.8719 1.9430 -1.4801 0.00
H -2.0556 0.5376 -2.8609 0.00
H -3.3735 1.1799 -1.8552 0.00
O -2.7464 0.1395 1.4279 0.00
N -1.6202 -0.6565 1.7169 0.00
C -1.3846 -0.6172 2.9606 -0.01
C -0.3762 -1.4709 3.6158 0.02
C -0.6817 -1.8309 4.9291 -0.01
C 0.1149 -2.7192 5.6291 0.00
C 1.2414 -3.2539 5.0211 -0.01
C 1.5610 -2.8852 3.7253 0.01
C 0.7681 -1.9907 3.0091 0.00
P 1.3260 -1.5135 1.3347 -0.02
C 1.6787 -3.1713 0.6477 -0.01
C 0.5501 -3.9004 0.2651 0.00
C 0.6857 -5.1803 -0.2461 0.00
C 1.9511 -5.7352 -0.4034 0.00
C 3.0746 -5.0084 -0.0416 0.00
C 2.9403 -3.7313 0.4923 0.00
C 2.9425 -0.7450 1.6519 -0.01
C 3.8214 -0.5806 0.5798 0.01
C 5.0236 0.0850 0.7525 0.00
C 5.3549 0.6081 1.9957 0.00
C 4.4794 0.4638 3.0598 0.00
C 3.2758 -0.2062 2.8899 0.00
H -3.2271 -0.3722 0.7445 0.00
H -2.0350 -0.0194 3.5949 0.00
H -1.5727 -1.4241 5.3917 0.00
H -0.1473 -3.0009 6.6403 0.00
H 1.8707 -3.9540 5.5550 0.00
H 2.4454 -3.2993 3.2561 0.00
H -0.4362 -3.4523 0.3465 0.00
H -0.1946 -5.7411 -0.5331 0.00
H 2.0589 -6.7348 -0.8049 0.00
H 4.0613 -5.4348 -0.1708 0.00
H 3.8229 -3.1772 0.7860 0.00
H 3.5655 -0.9853 -0.3911 0.00
H 5.6987 0.2044 -0.0855 0.00
H 6.2913 1.1336 2.1311 0.00
H 4.7277 0.8815 4.0267 0.00
H 2.5919 -0.2922 3.7242 0.00
O 2.4597 2.5936 1.2240 0.00
Cl 1.1800 2.3469 0.6489 0.01
O 0.4637 3.5560 0.3807 0.00
O 1.3254 1.5848 -0.6116 0.00
O 0.3831 1.4631 1.5051 0.01
N 2.1414 -0.2420 -2.2769 0.01
C 2.8207 -0.8941 -3.2318 0.00
C 2.2471 -2.1390 -3.3571 0.00
C 1.2040 -2.1428 -2.4203 0.00
N 1.1497 -0.9930 -1.7636 -0.02
H 2.2773 0.6881 -1.9043 0.00
H 3.6495 -0.4354 -3.7440 0.00
H 2.5298 -2.9274 -4.0314 0.00
H 0.4949 -2.9202 -2.1934 0.00
```

Here is a structure of composition C6H14N2 from the Open Molecules 2025 dataset. Energies are from ωB97M-V/def2-TZVPD.

As for the energy above the lowest of the compared OMol25 structures with the same formula, charge and spin: 2.074 eV. As for the spin multiplicity: 1. The value obtained for the HOMO-LUMO gap is 9.17 eV.

Structure (XYZ):
```
22
Properties=species:S:1:pos:R:3:nbo_charge:R:1
C 0.7420 0.3874 1.1217 -0.09
C 2.1189 0.7981 1.5336 -0.66
C 1.0862 0.9220 -1.3013 -0.66
C -2.2023 0.1281 0.3295 -0.63
C 0.2579 0.4304 -0.1423 -0.10
C -0.9672 -0.3226 -0.4282 0.36
N -0.4692 -1.8534 0.5884 -0.99
N -1.2522 -0.4969 -1.7911 -0.83
H 0.0792 0.1142 1.9272 0.22
H 0.4009 -2.1359 0.1415 0.33
H -1.0312 -2.7018 0.6698 0.34
H -0.4839 -0.8352 -2.3534 0.38
H -2.1016 -1.0103 -1.9779 0.38
H 2.1576 1.8767 1.7177 0.22
H 2.8621 0.5607 0.7737 0.21
H 2.4030 0.2966 2.4596 0.22
H 1.7547 1.7187 -0.9873 0.22
H 1.7159 0.1304 -1.7144 0.21
H 0.4449 1.2920 -2.1021 0.23
H -2.4189 1.1745 0.0957 0.22
H -2.0349 -0.0001 1.3935 0.23
H -3.0621 -0.4738 0.0462 0.20
```

Here is a structure of composition C9H9I2LaNO5RuS from the Open Molecules 2025 dataset. Energies are from ωB97M-V/def2-TZVPD.

As for the charge: +4. The expectation value of S² is 8.78. As for the spin multiplicity: 6. The value obtained for the HOMO-LUMO gap (alpha / beta) is 8.52 / 5.17 eV.

Structure (XYZ):
```
29
Properties=species:S:1:pos:R:3:mulliken_spin:R:1
I 1.4724 -3.5969 1.2097 1.50
I 2.4708 3.8118 0.9790 0.99
La 0.4205 1.6372 1.6779 0.06
Ru -0.0927 -1.4666 1.2627 1.57
S 1.2418 -0.2084 -0.2089 0.75
C -1.3755 -2.1648 0.1906 -0.06
C -1.0450 -2.0207 2.7356 -0.07
C 0.7365 -0.0881 -2.0057 -0.02
C 1.6647 0.9638 -2.6130 0.02
C -0.7265 0.2795 -2.1741 0.04
C 1.0264 -1.4485 -2.6505 0.03
C -1.4286 2.5636 3.6374 0.00
C -1.9011 2.2620 0.5593 0.00
O -1.5939 -2.3433 3.7084 0.05
O -2.2492 -2.6788 -0.3992 0.07
O -2.3090 2.9381 4.2800 0.00
O -2.8866 2.5443 0.0354 0.00
H 1.4289 1.0802 -3.6792 0.00
H 2.7088 0.6447 -2.5205 0.00
H 1.5578 1.9356 -2.1137 -0.01
H -1.0045 0.0758 -3.2211 0.01
H -0.9114 1.3367 -1.9728 0.00
H -1.3681 -0.3323 -1.5276 0.02
H 0.8212 -1.3683 -3.7318 0.01
H 0.3949 -2.2402 -2.2223 -0.01
H 2.0849 -1.7282 -2.5121 0.00
O -0.0240 -0.1861 5.5814 0.04
C 0.2832 -0.1393 4.4365 0.00
N 0.6035 -0.0626 3.2592 0.03
```

E_tot, respectively: -383.7807 -20621.4064 -3626.9420 -346.4509 -1897.5781 Eh.